A molecular structure, C24H43F5OP2PbTe in a non-equilibrium geometry. Source: the Open Molecules 2025 dataset; level of theory: ωB97M-V/def2-TZVPD.

Values from the calculation:
- Highest occupied orbital energy (alpha / beta): -12.8 / -12.8 eV

The geometry in ORCA input format:
```
! wB97M-V def2-TZVPD RIJCOSX def2/J DEFGRID3
* xyz 2 1
Pb 2.02 2.89 -1.54
Te 1.67 -2.33 1.52
P 2.94 1.35 1.22
P 2.50 -0.43 -2.15
F 2.24 -2.33 3.43
F 0.96 -2.56 -0.32
F 1.00 -4.09 1.81
F -0.12 -1.87 2.10
F 3.40 -3.12 0.95
O 1.65 0.65 0.78
C -2.75 1.00 1.09
C 5.82 3.20 0.52
C 4.87 2.90 -2.24
C 2.47 -2.04 -3.00
C 4.63 5.38 0.15
C 4.07 -0.41 -1.06
C -2.73 2.00 2.18
C -2.84 -0.40 1.28
C -2.72 1.26 -0.31
C -2.72 0.01 -0.98
C -2.73 2.60 -0.94
C -2.71 -2.47 -0.24
C -2.95 -1.13 2.55
C 4.24 0.78 -0.03
C 6.34 2.85 -1.95
C 6.77 3.38 -0.59
C 2.89 0.62 -3.64
C 3.67 1.16 2.86
C 4.01 3.89 -1.83
C -2.78 -1.02 0.00
C 4.58 5.20 -1.34
C 4.96 4.16 0.91
C -2.74 -0.19 -2.44
C 2.54 3.13 1.22
H 3.33 -2.22 -3.65
H 5.15 0.56 0.56
H 6.67 1.79 -2.06
H -2.37 0.69 -2.98
H 4.64 2.20 -3.04
H 5.39 6.15 0.37
H 2.06 0.51 -4.34
H 4.95 -0.43 -1.73
H 5.55 5.41 -1.78
H 7.69 2.85 -0.33
H 2.36 -2.84 -2.27
H -3.16 -0.44 3.38
H 3.84 0.37 -4.13
H 7.08 4.42 -0.70
H -1.72 -2.86 0.00
H 3.04 4.11 -2.34
H -2.02 -1.67 2.75
H 3.54 0.14 3.23
H -2.14 -1.07 -2.71
H -3.43 -2.99 0.40
H -3.77 -0.39 -2.80
H 4.65 4.13 1.95
H -2.13 2.61 -1.87
H -2.03 1.69 2.98
H -3.75 -1.88 2.50
H 3.70 5.80 0.54
H -3.72 2.11 2.65
H 4.49 1.67 -0.64
H 1.43 3.24 1.16
H -2.34 3.37 -0.25
H 6.02 2.35 1.16
H 6.91 3.39 -2.74
H 2.97 3.66 0.33
H 2.90 1.72 -3.50
H 4.76 1.36 2.79
H 3.93 5.98 -1.75
H -3.75 2.89 -1.22
H -2.95 -2.71 -1.29
H 1.57 -2.01 -3.60
H 3.19 1.93 3.52
H 2.97 3.73 2.05
H 4.08 -1.36 -0.50
H -2.43 2.99 1.80
*
```

2 unconnected molecules or ions with the total composition C17H21BrClF9NO10PS in a non-equilibrium geometry. Source: the Open Molecules 2025 dataset; level of theory: ωB97M-V/def2-TZVPD.

Values from the calculation:
- SMILES string: C=C[C@]1(CCC)[C@@](Cl)(S(=O)(=O)C(F)(F)C(F)(F)C(F)(F)C(F)(F)F)C(=O)O[C@@]1(Br)CON=O.COP(=O)(OC)OC
- Highest occupied orbital energy: -9.7 eV

The geometry in ORCA input format:
```
! wB97M-V def2-TZVPD RIJCOSX def2/J DEFGRID3
* xyz 0 1
Br -0.43 -2.39 3.76
Cl -3.22 -0.46 3.71
S -3.52 0.29 0.95
P 5.34 -1.46 -4.07
F -7.46 -0.46 0.55
F -5.82 0.52 2.32
F -7.33 3.48 -0.57
F -5.96 -0.92 -0.88
F -5.29 1.72 -1.23
F -6.03 3.06 1.08
F -8.00 2.20 1.01
F -5.33 -1.46 1.69
F -7.32 1.18 -1.58
O 4.15 -2.15 1.16
O -0.64 -1.83 1.15
O -3.39 1.72 1.00
O 5.70 -2.10 -2.55
O 6.80 -0.77 -4.23
O 5.26 -2.78 -4.79
O 2.14 -1.45 1.05
O -2.69 -2.74 1.30
O -3.21 -0.29 -0.32
O 4.78 -0.43 -5.26
N 3.06 -2.47 1.42
C -0.48 0.83 3.58
C 1.51 -1.03 2.27
C 4.04 -1.00 -6.33
C -0.47 2.56 1.05
C -0.04 -1.13 2.22
C -2.31 -0.43 2.16
C -6.94 2.51 0.28
C -6.27 -0.05 0.09
C -0.42 0.99 0.92
C 7.89 -1.06 -3.35
C -0.88 0.22 2.20
C 0.93 3.02 1.61
C 4.55 -2.45 -1.76
C -1.02 1.90 4.10
C -1.99 -1.85 1.50
C -5.28 -0.17 1.30
C -6.40 1.34 -0.60
H 1.91 -1.63 3.10
H 4.90 -2.85 -0.81
H 8.14 -2.12 -3.38
H 0.27 0.31 4.20
H 0.61 0.76 0.62
H 3.66 -0.18 -6.94
H -0.75 2.23 5.12
H -1.05 0.76 0.05
H -1.31 2.90 1.67
H 3.19 -1.58 -5.97
H -1.80 2.50 3.62
H 0.85 3.92 2.24
H 3.96 -3.21 -2.27
H 8.76 -0.50 -3.70
H 1.82 0.01 2.45
H 3.95 -1.56 -1.57
H -0.52 2.93 0.01
H 1.44 2.22 2.17
H 1.60 3.23 0.75
H 7.66 -0.74 -2.34
H 4.69 -1.61 -6.96
*
```

no.,calculated total energy (a.u.)
1,-2657.6414
2,-6139.8387